Record 1
Formula: C5H10NO
Source: the Open Molecules 2025 dataset
Level of theory: ωB97M-V/def2-TZVPD

For the HOMO-LUMO gap (spin up / spin down), the calculation gives 0.11053 / 0.23021 Ha. As for the spin multiplicity: 2. The calculation puts the relative energy (zero: lowest compared OMol25 entry of this formula, charge and spin) at 18.9 kcal per mole. The HOMO energy (spin up / spin down) is 0.156 / 0.036 hartree. For the LUMO energy (spin up / spin down), the calculation gives 7.2 / 7.2 eV. The energy comes out at -8878.9693 eV. Its net charge is -2.

CARTESIAN COORDINATES (ANGSTROEM)
N -0.47 -0.39 1.20
C -0.88 1.02 1.43
C -0.74 1.75 0.13
C -0.45 0.71 -1.02
C -0.35 -0.64 -0.26
C 1.25 -1.15 -0.24
O 1.78 -1.40 -1.44
H -1.26 -0.94 1.53
H -1.90 0.98 1.85
H -0.19 1.48 2.16
H -1.62 2.39 -0.10
H 0.14 2.40 0.05
H -1.41 0.64 -1.56
H 0.38 0.94 -1.68
H -0.95 -1.44 -0.66
H 1.70 -0.33 0.36
H 1.30 -2.05 0.41

Record 2
Formula: C5H10NO
Source: the Open Molecules 2025 dataset
Level of theory: ωB97M-V/def2-TZVPD

For the HOMO-LUMO gap (spin up / spin down), the calculation gives 0.32843 / 0.32846 Ha. The calculation puts the relative energy (zero: lowest compared OMol25 entry of this formula, charge and spin) at 123.7 kcal per mole. The HOMO energy (spin up / spin down) is -0.485 / -0.485 hartree. For the LUMO energy (spin up / spin down), the calculation gives -4.2 / -4.2 eV. The energy comes out at -8873.2142 eV. Its net charge is +1.

CARTESIAN COORDINATES (ANGSTROEM)
C 0.41 1.11 0.00
C -0.39 -1.28 1.01
C 1.89 0.59 0.17
C 0.17 -1.45 -0.29
C -0.45 -0.15 -0.03
N -1.78 0.29 -0.59
O 2.00 -0.57 -0.46
H 0.27 1.86 0.75
H 0.38 1.77 -0.96
H -1.29 -1.92 0.91
H 0.09 -1.27 2.00
H 2.61 1.30 -0.35
H 2.26 0.67 1.19
H 0.14 -2.12 -1.14
H -2.64 -0.11 -0.13
H -1.90 -0.03 -1.55
H -1.77 1.30 -0.53

Record 3
Formula: C5H10NO
Source: the Open Molecules 2025 dataset
Level of theory: ωB97M-V/def2-TZVPD

The structure (SMILES) is C=CO[C@@]1(C)C[NH2+]1. For the HOMO-LUMO gap, the calculation gives 0.40197 Ha. The calculation puts the relative energy (zero: lowest compared OMol25 entry of this formula, charge and spin) at 79.8 kcal per mole. The HOMO energy is -0.523 hartree. For the LUMO energy, the calculation gives -3.3 eV. The energy comes out at -8875.1196 eV. Its net charge is +1.

CARTESIAN COORDINATES (ANGSTROEM)
C -2.71 0.03 0.50
C -2.00 0.31 -0.56
C 1.73 0.80 -0.55
C 0.48 0.09 -0.29
C 0.58 -1.35 -0.29
N 1.40 0.73 0.89
O -0.61 0.80 -0.58
H -3.70 -0.37 0.48
H -2.25 0.07 1.43
H -2.39 0.33 -1.58
H 2.75 0.36 -0.74
H 1.89 1.76 -0.97
H 0.56 -1.57 -1.31
H -0.16 -1.90 0.30
H 1.58 -1.55 0.19
H 1.85 0.00 1.56
H 1.02 1.47 1.54

Record 4
Formula: C5H10NO
Source: the Open Molecules 2025 dataset
Level of theory: ωB97M-V/def2-TZVPD

For the HOMO-LUMO gap, the calculation gives 0.20757 Ha. The calculation puts the relative energy (zero: lowest compared OMol25 entry of this formula, charge and spin) at 239.0 kcal per mole. The HOMO energy is -0.499 hartree. For the LUMO energy, the calculation gives -7.9 eV. The energy comes out at -8868.2158 eV. Its net charge is +1.

CARTESIAN COORDINATES (ANGSTROEM)
O -0.23 -2.64 0.45
C -0.92 -1.74 0.90
C -0.25 -0.48 1.52
C -0.54 0.75 0.46
C 0.31 1.14 -0.67
C 0.07 1.12 -2.02
N 1.61 1.45 -0.18
H -2.07 -1.76 0.90
H 0.80 -0.65 1.62
H -0.88 -0.12 2.36
H -1.58 0.80 0.29
H -0.57 1.58 1.16
H -0.52 1.97 -2.37
H -0.39 0.13 -2.33
H -0.58 1.56 -4.27
H 2.19 2.13 -0.69
H 2.21 0.60 -0.11

Record 5
Formula: C5H10NO
Source: the Open Molecules 2025 dataset
Level of theory: ωB97M-V/def2-TZVPD

The structure (SMILES) is CC1(C)CC[N+]1=O. For the HOMO-LUMO gap, the calculation gives 0.35529 Ha. The calculation puts the relative energy (zero: lowest compared OMol25 entry of this formula, charge and spin) at 112.5 kcal per mole. The HOMO energy is -0.602 hartree. For the LUMO energy, the calculation gives -6.7 eV. The energy comes out at -8873.7004 eV. Its net charge is +1.

CARTESIAN COORDINATES (ANGSTROEM)
C 1.25 -0.06 0.50
C 1.18 1.45 0.10
C -0.19 -0.25 -0.05
C -1.02 -0.78 1.10
C -0.43 -0.90 -1.47
N -0.25 1.23 -0.18
O -1.11 1.93 -0.60
H 1.98 -0.54 -0.09
H 1.14 -0.35 1.57
H 1.29 2.34 0.81
H 1.49 1.82 -0.83
H -2.14 -0.87 0.77
H -1.08 -0.28 2.05
H -0.79 -1.74 1.41
H -1.47 -0.91 -1.52
H 0.10 -1.76 -1.37
H 0.06 -0.32 -2.19

Record 6
Formula: C5H10NO2
Source: the Open Molecules 2025 dataset
Level of theory: ωB97M-V/def2-TZVPD

The structure (SMILES) is C/C([O-])=N/[C@@H](C)CO. For the HOMO-LUMO gap, the calculation gives 0.26628 Ha. The calculation puts the relative energy (zero: lowest compared OMol25 entry of this formula, charge and spin) at 54.3 kcal per mole. The HOMO energy is -0.117 hartree. For the LUMO energy, the calculation gives 4.1 eV. The energy comes out at -10931.9102 eV. Its net charge is -1.

CARTESIAN COORDINATES (ANGSTROEM)
C -2.53 -0.93 0.54
C -1.23 -0.16 0.90
N -0.41 -0.12 -0.19
C 1.57 0.60 1.18
C 0.84 0.58 -0.24
C 1.69 -0.04 -1.39
O 1.02 -0.28 -2.58
O -1.14 0.40 1.97
H -3.30 -0.21 1.04
H -2.53 -1.88 1.00
H -2.63 -1.11 -0.48
H 0.09 -0.57 -2.56
H 2.62 0.60 0.98
H 1.36 -0.25 1.81
H 1.29 1.67 1.69
H 0.59 1.64 -0.56
H 2.42 0.73 -1.69
H 1.90 -1.04 -1.04

Record 7
Formula: C5H10NO2
Source: the Open Molecules 2025 dataset
Level of theory: ωB97M-V/def2-TZVPD

For the HOMO-LUMO gap (spin up / spin down), the calculation gives 0.38626 / 0.29691 Ha. As for the spin multiplicity: 2. The calculation puts the relative energy (zero: lowest compared OMol25 entry of this formula, charge and spin) at 34.1 kcal per mole. The HOMO energy (spin up / spin down) is -0.354 / -0.362 hartree. For the LUMO energy (spin up / spin down), the calculation gives 0.9 / -1.8 eV. The energy comes out at -10929.2087 eV. Its net charge is 0.

CARTESIAN COORDINATES (ANGSTROEM)
C -0.03 -1.97 1.33
O 0.52 -1.80 2.51
C 0.55 -0.79 0.26
C -0.66 -0.05 -0.31
C -0.25 0.90 -1.47
C -0.75 2.31 -1.24
O -1.79 2.69 -1.70
N 1.48 0.12 0.85
H 0.16 -2.95 0.86
H -1.09 -1.69 1.30
H 1.07 -1.33 -0.53
H -1.30 -0.84 -0.69
H -1.07 0.54 0.51
H -0.65 0.56 -2.42
H 0.83 0.90 -1.52
H -0.10 2.96 -0.64
H 2.11 -0.35 1.49
H 0.98 0.80 1.42

Record 8
Formula: C5H10NO2
Source: the Open Molecules 2025 dataset
Level of theory: ωB97M-V/def2-TZVPD

The structure (SMILES) is [NH3+]/C=C/CCC(=O)O. For the HOMO-LUMO gap, the calculation gives 0.36811 Ha. The calculation puts the relative energy (zero: lowest compared OMol25 entry of this formula, charge and spin) at 44.6 kcal per mole. The HOMO energy is -0.503 hartree. For the LUMO energy, the calculation gives -3.7 eV. The energy comes out at -10924.1162 eV. Its net charge is +1.

CARTESIAN COORDINATES (ANGSTROEM)
O 0.08 -0.16 -2.36
C 1.18 -0.29 -1.90
O 2.26 0.04 -2.65
C 1.77 -0.46 -0.45
C 1.00 0.41 0.50
C -0.45 0.23 0.45
C -1.27 0.15 1.52
N -2.84 -0.15 1.35
H 2.32 0.67 -3.49
H 1.89 -1.47 -0.19
H 2.79 -0.16 -0.56
H 1.37 0.22 1.47
H 1.29 1.42 0.25
H -0.87 0.09 -0.54
H -0.99 0.34 2.60
H -3.00 -0.60 0.42
H -3.52 0.63 1.54
H -3.01 -0.92 2.03

Record 9
Formula: C5H10NO2
Source: the Open Molecules 2025 dataset
Level of theory: ωB97M-V/def2-TZVPD

For the HOMO-LUMO gap (spin up / spin down), the calculation gives 0.26016 / 0.26013 Ha. The calculation puts the relative energy (zero: lowest compared OMol25 entry of this formula, charge and spin) at 151.1 kcal per mole. The HOMO energy (spin up / spin down) is -0.417 / -0.417 hartree. For the LUMO energy (spin up / spin down), the calculation gives -4.3 / -4.3 eV. The energy comes out at -10919.4996 eV. Its net charge is +1.

CARTESIAN COORDINATES (ANGSTROEM)
C -1.55 1.75 -0.68
C -1.37 0.55 -0.16
C 2.03 0.93 0.99
C 1.87 -0.01 -0.17
C -0.63 -0.58 -0.51
N -0.65 -1.77 0.46
O 2.06 1.27 -0.44
O 2.46 -1.04 -0.65
H -1.91 2.60 -0.19
H -1.03 1.94 -1.68
H -1.83 0.46 0.86
H 1.10 1.29 1.50
H 2.81 1.13 1.62
H -0.34 -0.89 -1.54
H -0.09 -2.62 0.42
H -1.67 -2.10 0.48
H -0.29 -1.35 1.33
H 2.99 -0.70 -1.39

Record 10
Formula: C5H10NO3P
Source: the Open Molecules 2025 dataset
Level of theory: ωB97M-V/def2-TZVPD

For the HOMO-LUMO gap, the calculation gives 0.38287 Ha. The calculation puts the relative energy (zero: lowest compared OMol25 entry of this formula, charge and spin) at 35.1 kcal per mole. The HOMO energy is -0.362 hartree. For the LUMO energy, the calculation gives 0.6 eV. The energy comes out at -22268.6033 eV. Its net charge is 0.

CARTESIAN COORDINATES (ANGSTROEM)
C -0.67 1.94 -0.42
C 0.82 -2.42 -1.39
C 0.64 -0.88 -1.19
C -0.51 -0.59 -0.20
C -0.30 0.84 0.55
N 0.87 0.98 1.39
O -0.43 2.21 -1.54
O -1.81 2.45 0.17
O -1.45 2.09 2.82
P -1.89 1.28 1.45
H 1.52 -2.81 -0.75
H -0.12 -2.93 -1.17
H 0.96 -2.74 -2.43
H 0.61 -0.49 -2.16
H 1.71 -0.59 -0.84
H -1.43 -0.54 -0.73
H -0.62 -1.41 0.52
H -0.51 2.30 2.66
H 0.79 0.38 2.23
H 1.83 0.94 1.03

Record 11
Formula: C5H10NO5S
Source: the Open Molecules 2025 dataset
Level of theory: ωB97M-V/def2-TZVPD

The structure (SMILES) is CC(C)(C)[C@@H]([N+](=O)[O-])S(=O)(=O)[O-]. For the HOMO-LUMO gap, the calculation gives 0.33046 Ha. The calculation puts the relative energy (zero: lowest compared OMol25 entry of this formula, charge and spin) at 64.9 kcal per mole. The HOMO energy is -0.208 hartree. For the LUMO energy, the calculation gives 3.3 eV. The energy comes out at -27908.2508 eV. Its net charge is -1.

CARTESIAN COORDINATES (ANGSTROEM)
C -0.06 1.29 0.65
C 0.05 -0.07 -1.48
C -0.72 -1.08 0.78
C 1.67 -0.45 0.42
C 0.27 -0.06 0.02
N 2.20 -1.75 0.05
O 2.50 -2.54 0.90
O 4.28 0.14 0.09
O 2.41 -1.95 -1.17
O 2.72 1.80 1.01
O 2.66 1.38 -1.43
S 2.99 0.84 -0.07
H 0.35 1.27 1.76
H 0.49 2.01 0.17
H -1.13 1.33 0.62
H 0.04 -0.92 -2.00
H -0.87 0.46 -1.78
H 0.93 0.55 -1.92
H -0.32 -2.05 0.64
H -0.80 -0.87 1.94
H -1.66 -0.83 0.37
H 1.70 -0.36 1.60

Record 12
Formula: C5H10NO7S2
Source: the Open Molecules 2025 dataset
Level of theory: ωB97M-V/def2-TZVPD

For the HOMO-LUMO gap, the calculation gives 0.30688 Ha. The calculation puts the relative energy (zero: lowest compared OMol25 entry of this formula, charge and spin) at 24.1 kcal per mole. The HOMO energy is -0.201 hartree. For the LUMO energy, the calculation gives 2.9 eV. The energy comes out at -42838.2620 eV. Its net charge is -1.

CARTESIAN COORDINATES (ANGSTROEM)
C -0.91 -2.18 1.44
C 0.30 0.14 -1.20
C -1.14 0.56 0.51
C 1.06 -0.01 1.03
C -0.41 -1.65 0.13
N -0.08 -0.28 0.03
O -1.85 -2.99 1.30
O -2.17 0.66 -2.73
O -0.55 -1.61 2.48
O -1.05 -3.80 -1.18
O -3.35 -0.70 -1.15
O -3.55 -1.24 -3.44
O -1.49 -1.67 -2.28
S -1.81 -2.61 -0.89
S -2.74 -0.67 -2.47
H 0.75 -0.64 -1.70
H -0.52 0.43 -1.78
H 1.02 0.98 -1.20
H -1.49 0.55 1.47
H -0.85 1.60 0.23
H -1.95 0.14 -0.11
H 0.76 -0.58 1.85
H 2.07 -0.43 0.75
H 1.17 1.00 1.37
H 0.57 -2.47 -0.20

For the records above, the corresponding F_max values read 4.53 6.03 4.23 6.04 4.93 4.15 1.19 3.66 5.60 3.40 5.68 6.64 eV/Å.